Entry from the OMol25 dataset: 2 unconnected molecules or ions with the total composition C22H28N at a distorted geometry (ωB97M-V/def2-TZVPD).

XYZ file:
```
51
Properties=species:S:1:pos:R:3:forces:R:3:mulliken_charge:R:1
N 1.473 -0.141 1.402 0.5 0.4 -0.3 0.5429
C -1.712 0.557 -2.213 -1.1 0.2 -1.5 1.4826
C -0.998 -2.972 1.092 0.0 0.1 0.0 -0.8105
C 4.563 -1.670 2.855 0.0 0.1 -0.2 -0.7123
C 4.683 -1.790 0.437 0.0 0.0 0.1 -0.7226
C -0.696 2.722 -2.916 -0.1 -0.1 0.1 -0.3061
C -2.938 4.105 -1.974 -0.1 -0.3 0.1 -0.7828
C -2.166 -0.805 1.754 -0.8 -0.5 -0.1 -0.7096
C -0.814 -0.240 -3.088 0.9 -0.3 0.6 -1.3526
C -2.803 -0.198 -1.562 0.0 -0.4 0.7 -1.3501
C -1.756 1.970 -2.309 0.3 1.1 0.1 0.7095
C 3.325 -1.030 2.766 -0.3 -0.1 -0.4 0.0459
C -2.055 -2.329 1.987 0.1 0.1 0.1 -0.7587
C -0.930 -0.157 1.240 1.1 -0.2 0.0 -0.7613
C -2.892 2.721 -1.860 0.2 -0.1 0.2 -0.1585
C 5.242 -2.055 1.693 -0.2 0.1 0.0 -0.3991
C -0.759 4.105 -3.026 0.1 -0.2 0.0 -0.8094
C 0.288 -0.803 1.291 -0.7 0.0 0.1 0.8540
C -1.866 4.813 -2.537 0.0 -0.6 -0.1 -0.3070
C 0.371 -2.320 1.309 -0.2 -0.1 0.4 -0.4868
C 3.440 -1.165 0.342 -0.2 0.0 0.4 -0.0253
C 1.483 1.309 1.558 0.2 -0.1 0.0 -1.0616
C 2.740 -0.810 1.507 0.6 -0.1 -0.1 -0.6265
H 0.066 4.641 -3.498 -0.3 -0.2 0.2 0.4017
H -3.147 0.282 -0.642 0.0 -0.1 -0.2 0.2456
H 0.911 1.791 0.755 0.2 0.0 0.1 0.3086
H 4.995 -1.865 3.838 -0.1 0.1 -0.3 0.3719
H -3.686 -0.320 -2.217 0.4 0.2 -0.1 0.5047
H -1.288 -2.874 0.038 0.0 0.0 0.1 0.1613
H 0.773 -2.651 2.284 0.0 0.1 -0.3 0.2938
H -3.030 -2.810 1.837 0.2 0.1 0.1 0.3713
H 5.213 -2.068 -0.475 -0.1 0.1 0.3 0.3602
H 0.185 2.196 -3.291 -0.3 0.3 0.2 0.1956
H 6.210 -2.557 1.766 -0.3 0.2 0.0 0.3937
H -0.928 -4.044 1.309 0.0 0.2 -0.1 0.4028
H -1.903 5.901 -2.614 0.0 -0.3 0.0 0.4170
H 1.079 -2.681 0.549 -0.1 0.3 0.2 0.4086
H -3.820 4.641 -1.620 0.3 -0.2 -0.1 0.3962
H 2.778 -0.715 3.660 0.2 -0.2 -0.3 0.4069
H -1.777 -2.496 3.036 0.0 -0.1 -0.2 0.3333
H -3.743 2.186 -1.432 0.3 0.3 -0.1 0.3711
H -2.454 -1.209 -1.312 -0.2 0.3 0.0 0.1799
H -1.309 -0.504 -4.040 -0.2 0.3 0.4 0.3547
H 2.979 -0.946 -0.626 0.2 -0.1 0.3 0.4384
H 1.054 1.607 2.526 0.0 0.0 -0.2 0.3453
H -2.999 -0.601 1.069 -0.1 -0.1 0.1 -0.0034
H -0.988 0.916 1.058 0.2 -0.2 0.4 0.4245
H -0.572 -1.188 -2.594 -0.1 0.1 -0.1 0.3275
H 2.524 1.649 1.511 -0.3 0.0 0.0 0.3447
H 0.124 0.258 -3.341 -0.2 -0.1 0.0 0.3799
H -2.474 -0.355 2.715 0.2 0.1 -0.4 0.3701
```
Positions in Å, forces in eV/Å.

Total charge: +1
Highest occupied orbital energy: -0.3620 Ha
Kohn-Sham gap: 0.15376 Eh
Energy above the lowest of the compared OMol25 structures with the same formula, charge and spin: 1.874 eV

---

Entry from the OMol25 dataset: a molecular structure, C22H28N11O4S3Ti at a distorted geometry (ωB97M-V/def2-TZVPD).

XYZ file:
```
69
Properties=species:S:1:pos:R:3:forces:R:3:mulliken_charge:R:1
Ti -0.803 0.435 0.601 0.8 -0.4 1.1 0.2705
S 1.666 0.467 1.863 0.0 -0.2 0.0 -0.6617
S -1.435 2.870 2.752 0.0 -0.1 -0.1 1.1898
S 0.927 4.760 -0.020 0.1 -0.1 0.0 -0.3632
O -2.847 3.171 2.801 0.0 0.0 0.1 -0.7423
O -0.952 3.655 1.443 0.0 0.0 0.1 -0.3688
O -1.176 1.438 2.430 -0.3 0.0 -0.4 -0.3957
O -0.637 3.310 3.860 0.0 0.0 0.1 -0.7022
N -1.115 -0.385 -1.470 0.3 0.2 0.2 1.2078
N -2.508 1.684 -0.478 -0.1 0.0 0.0 0.9207
N -2.230 -0.570 -3.353 0.0 -0.1 0.1 -0.0232
N 0.234 2.206 -0.038 -0.3 0.2 -0.3 1.3475
N -3.650 2.115 -2.314 0.0 0.1 0.0 -0.0607
N -2.492 -0.769 1.061 0.6 -0.2 0.1 0.9006
N 3.461 -1.339 1.045 -0.1 0.0 0.0 0.1141
N 1.256 -1.920 0.766 -0.2 0.0 0.1 -0.7983
N 4.040 1.192 -1.371 0.2 -0.1 -0.1 -0.0322
N -0.053 -1.487 0.916 -0.2 0.2 -0.6 0.9703
N 2.186 -0.194 -2.269 0.1 0.0 -0.1 -0.5562
C 0.368 3.277 0.883 -0.1 0.1 -0.1 -0.5024
C -0.435 -3.915 1.169 0.0 0.0 -0.1 -1.5462
C -4.632 -2.586 1.066 0.0 0.1 0.0 -0.4749
C -0.647 -1.487 -2.139 0.0 0.0 0.0 -0.7780
C -2.755 1.301 -1.710 0.1 -0.2 0.0 -0.3869
C -2.066 0.137 -2.213 0.0 0.1 0.0 -0.1458
C -3.353 -3.045 0.983 0.0 0.1 0.2 -1.2430
C 3.751 -3.603 2.057 0.0 0.0 0.0 -1.0627
C -3.273 2.808 -0.266 0.0 0.0 0.0 -0.5852
C -3.981 3.090 -1.392 0.0 0.0 -0.1 -1.0243
C 3.751 2.447 -0.687 0.0 0.0 0.0 -0.4962
C 0.201 2.681 -1.319 0.0 0.1 0.0 -0.9748
C 2.112 -1.035 1.182 0.1 0.2 0.0 -0.1690
C -0.910 -2.502 1.017 -0.4 -0.2 0.1 0.9993
C -1.331 -1.624 -3.305 0.0 0.0 0.0 -0.9925
C 3.874 -2.713 0.824 0.0 0.0 0.0 -0.5261
C 3.038 0.448 -1.822 -0.2 0.0 0.1 0.4654
C 0.514 3.973 -1.541 0.0 0.0 0.0 -0.4430
C -4.850 -1.193 1.238 0.2 -0.1 0.0 -1.0263
C 5.252 0.506 -0.960 0.1 0.0 0.0 -0.9527
C -2.262 -2.135 1.052 0.0 0.2 -0.3 -0.0884
C -3.770 -0.357 1.224 -0.3 0.1 0.1 -0.0001
H 6.114 1.136 -1.194 0.0 0.0 0.0 0.3358
H -1.235 -4.559 1.531 0.0 0.0 0.0 0.4755
H 3.631 2.284 0.386 -0.1 0.0 0.0 0.2940
H -5.468 -3.272 1.011 0.0 0.0 0.0 0.3958
H -5.842 -0.787 1.384 0.0 0.0 0.0 0.4346
H 5.344 -0.436 -1.496 0.0 0.0 0.0 0.3710
H 1.020 3.063 1.729 0.0 0.0 0.0 0.4123
H 4.574 3.140 -0.876 0.0 0.0 0.0 0.3176
H 0.600 4.482 -2.486 0.0 0.0 0.0 0.3871
H 4.405 -3.253 2.859 0.0 0.0 0.0 0.3215
H 4.020 -4.636 1.825 0.0 0.0 0.0 0.3522
H -1.251 -2.336 -4.106 0.0 0.0 0.0 0.4274
H -2.975 -0.465 -4.016 0.0 0.0 0.0 0.2109
H -3.265 3.321 0.681 0.0 0.0 0.0 0.3718
H 4.015 -0.816 1.705 0.0 0.0 0.0 0.3972
H -4.673 3.879 -1.623 0.0 0.0 0.0 0.4141
H 4.909 -2.696 0.471 0.0 0.0 0.0 0.4499
H 0.390 -3.944 1.879 0.0 0.0 0.0 0.1432
H 5.246 0.298 0.113 0.0 0.0 0.0 0.2549
H -3.151 -4.100 0.866 0.0 0.0 0.0 0.3293
H -0.005 1.979 -2.119 0.0 0.0 0.0 0.1073
H 3.257 -3.109 0.019 0.0 0.0 0.0 0.2331
H -3.901 0.710 1.360 0.0 0.0 0.0 0.3361
H 2.724 -3.586 2.420 0.0 0.0 0.0 0.1774
H 0.172 -2.064 -1.745 0.0 0.0 0.0 0.3824
H -0.049 -4.320 0.229 0.0 0.0 0.0 0.1992
H -3.913 2.103 -3.282 0.0 0.0 0.0 0.1833
H 2.838 2.874 -1.090 -0.1 0.0 0.0 0.0220
```
Positions in Å, forces in eV/Å.

Total charge: -1
Highest occupied orbital energy (alpha / beta): -0.1000 / -0.1013 Ha
Kohn-Sham gap (alpha / beta): 0.16958 / 0.17079 Eh
Energy above the lowest of the compared OMol25 structures with the same formula, charge and spin: 0.601 eV

---

Entry from the OMol25 dataset: a molecular structure, C22H28N11O4S3Ti (ωB97M-V/def2-TZVPD).

XYZ file:
```
69
Properties=species:S:1:pos:R:3:forces:R:3:mulliken_charge:R:1
Ti 0.452 0.281 -0.143 0.0 -0.3 0.4 -1.3149
S -3.282 0.159 1.561 -0.1 0.1 0.0 -0.4276
S 1.811 -0.427 -2.695 0.0 0.1 0.0 0.6653
S -3.217 -2.188 -1.959 0.0 0.0 0.1 -0.2629
O 1.587 0.799 -1.821 -0.1 0.0 -0.1 -0.5428
O 2.461 -0.016 -3.949 0.0 0.0 0.0 -0.8445
O 3.107 -1.136 -1.882 -0.1 0.0 0.0 -0.4462
O 0.570 0.570 -5.836 -0.1 0.0 0.0 -0.6305
N -0.988 1.993 -0.856 0.2 -0.1 0.1 0.9277
N -0.258 0.110 1.709 0.2 -0.1 -0.3 2.1698
N -2.154 3.662 -1.667 0.0 0.1 0.0 -0.1412
N -2.677 -2.451 1.837 0.0 0.0 0.0 -0.0008
N 1.713 -1.226 0.018 -0.2 0.0 -0.3 0.1077
N -0.844 3.340 -4.250 0.0 0.0 0.0 -0.1397
N -1.095 -1.145 -1.051 0.1 0.2 0.1 0.7119
N -0.893 -1.099 1.985 0.0 0.0 0.0 -1.0947
N -0.478 1.210 -3.809 0.0 -0.1 0.0 -0.2242
N 1.442 1.678 0.922 0.1 0.1 -0.1 0.7089
N 3.528 -2.686 -0.274 0.0 0.1 0.0 0.1764
C -1.891 -3.222 -1.621 0.0 0.0 -0.1 -0.1673
C 1.880 2.693 3.112 0.0 0.1 0.0 -1.2727
C -0.032 1.492 -5.067 0.0 0.0 -0.1 0.5596
C 4.381 -3.398 -1.194 0.0 0.0 0.0 -1.0460
C -2.296 3.719 -0.296 0.0 0.0 0.0 -1.0687
C 2.353 2.566 0.408 0.0 0.0 0.1 -0.4097
C -4.003 -2.764 2.328 0.0 0.0 0.0 -0.7532
C -2.188 -1.142 1.818 0.1 -0.1 0.0 -0.0082
C 1.187 1.750 2.298 -0.1 0.0 0.0 0.4044
C -0.077 0.534 4.162 -0.1 0.0 0.0 -1.9246
C -4.172 -2.557 3.831 0.0 0.0 0.0 -1.0483
C 2.680 -1.654 -0.653 0.1 0.0 0.0 0.8953
C 2.779 3.546 2.565 0.0 0.0 0.1 -0.3746
C -1.354 2.608 -1.962 0.0 0.0 0.0 0.1673
C -1.563 2.685 0.188 -0.1 0.0 0.0 -0.6071
C -2.306 -0.852 -1.428 0.0 0.0 -0.1 -0.3647
C 0.262 0.819 2.733 0.1 0.1 0.0 0.6544
C -0.262 2.803 -5.381 0.1 0.0 0.0 -0.8151
C -0.854 -2.498 -1.148 0.0 0.0 0.0 -1.1233
C -0.915 2.342 -3.324 0.0 0.0 -0.1 -0.0881
C 3.250 -3.354 0.974 0.0 0.0 0.0 -0.9698
C 3.018 3.482 1.157 0.0 0.0 0.0 -0.9720
H -0.205 1.457 4.731 0.0 0.0 0.0 0.4598
H -3.469 -3.179 4.392 0.0 0.0 0.0 0.2857
H 4.185 -3.559 1.504 0.0 0.0 0.0 0.3632
H -1.944 -4.286 -1.769 0.0 0.0 0.0 0.4588
H -1.429 2.361 1.206 0.0 0.0 0.0 0.5183
H -2.651 4.222 -2.336 0.0 0.0 0.0 0.2456
H 1.671 2.704 4.174 0.0 0.0 0.0 0.3478
H -3.982 -1.512 4.076 0.0 0.0 0.0 0.2494
H 3.309 4.262 3.181 0.0 0.0 0.0 0.3966
H -4.712 -2.136 1.790 0.0 0.0 0.0 0.3509
H -0.948 4.321 -4.068 0.0 0.0 0.0 0.2347
H -1.948 -3.086 2.138 0.0 0.0 0.0 0.2628
H 5.333 -3.631 -0.706 0.0 0.0 0.0 0.3150
H -2.713 0.145 -1.394 0.0 0.0 0.0 0.3261
H 4.578 -2.793 -2.071 0.0 0.0 0.0 0.3303
H 3.930 -4.348 -1.514 0.0 0.0 0.0 0.2884
H 0.105 -2.866 -0.822 0.0 0.0 0.0 0.3469
H -1.005 -0.033 4.210 0.0 0.0 0.0 0.2809
H -0.032 3.386 -6.254 0.0 0.0 0.0 0.4599
H -4.212 -3.805 2.063 0.0 0.0 0.0 0.4142
H -5.186 -2.811 4.150 0.0 0.0 0.0 0.3946
H 2.528 2.480 -0.655 0.0 0.0 0.0 0.6264
H 2.732 -4.310 0.816 0.0 0.0 0.0 0.2796
H 2.611 -2.712 1.576 0.0 0.0 0.0 0.1832
H 3.730 4.141 0.678 0.0 0.0 0.0 0.4062
H 1.270 0.164 -5.273 0.0 0.0 0.1 0.4358
H 0.704 -0.058 4.648 0.0 0.0 0.0 0.2407
H -2.909 4.455 0.189 0.0 0.0 0.0 0.4327
```
Positions in Å, forces in eV/Å.

Total charge: -1
Highest occupied orbital energy: -0.0929 Ha
Kohn-Sham gap: 0.17215 Eh
Energy above the lowest of the compared OMol25 structures with the same formula, charge and spin: 0.533 eV